Record 1
Density functional theory data (ωB97M-V/def2-TZVPD) for a gas-phase ion, C5H10NO2 (charge -1) at a distorted geometry.

The geometry in XYZ format:
```
18
Properties=species:S:1:pos:R:3:forces:R:3
C -1.680701 -1.600537 0.684811 -0.376 0.528 -0.119
C -0.385818 -1.547422 -0.092861 0.323 -0.539 -0.300
O 0.124548 -2.617761 -0.457606 -0.144 0.134 0.073
N 0.168958 -0.350830 -0.340362 -0.291 -0.153 -0.136
C 1.484246 -0.322292 -0.983925 -1.191 0.798 -1.117
C -0.388233 0.894160 0.215155 1.590 0.339 0.706
C 0.655944 2.119520 0.199580 -0.817 -1.322 -0.056
O 0.944952 2.586130 -0.994543 0.063 0.365 -0.282
H -1.536304 -1.146863 1.669713 -0.103 -0.316 0.030
H -2.483688 -1.020536 0.213267 0.229 0.033 -0.038
H -2.004943 -2.636109 0.728281 0.145 -0.017 0.231
H 1.430329 0.482039 -1.718870 0.157 0.233 0.158
H 1.615441 -1.238512 -1.556477 0.431 -0.180 0.728
H 2.212075 -0.001913 -0.253608 0.619 -0.552 0.025
H -1.282920 1.249863 -0.279669 -0.358 -0.239 -0.204
H -0.523668 0.669301 1.279095 -0.572 0.355 0.031
H 1.517050 1.669877 0.773851 0.094 0.337 0.206
H 0.132731 2.811886 0.914168 0.202 0.198 0.064
```
Positions in Å, forces in eV/Å.

HOMO (Ha): -0.1064
Total charge: -1

Record 2
Density functional theory data (ωB97M-V/def2-TZVPD) for a molecular structure, C23H25AgBrN8S2.

The geometry in XYZ format:
```
60
Properties=species:S:1:pos:R:3:forces:R:3
Ag -0.757585 -0.351212 0.091361 0.030 -0.487 -0.452
C 3.860792 -2.730021 0.661989 0.064 -0.022 -0.049
C 2.979710 -3.327045 -0.371439 0.219 -0.041 -0.245
N 3.365257 -4.054535 -1.374630 -0.103 0.185 0.287
N 2.196974 -4.348823 -2.026140 -0.089 -0.067 -0.134
C 1.078623 -3.831524 -1.463185 0.124 0.045 0.149
S -0.494919 -4.034904 -1.897021 -0.027 0.017 0.008
N 1.621087 -3.138529 -0.393464 -0.165 -0.019 0.046
N 0.896540 -2.380031 0.516421 -0.093 0.113 0.013
H 4.876257 -3.075131 0.485626 0.017 0.015 0.021
H 3.547370 -3.026034 1.664044 -0.011 -0.029 0.006
H 3.845796 -1.638651 0.620498 0.003 -0.021 -0.035
H 2.195033 -4.920510 -2.852944 0.008 0.046 0.092
H 1.426369 -1.548159 0.780305 -0.092 -0.126 0.065
H 0.648742 -2.932954 1.330039 0.038 0.015 -0.029
Br -3.819792 5.764962 1.357176 -0.061 0.120 -0.008
C -2.841967 4.168719 1.613857 0.006 0.004 -0.054
C -1.728117 3.915746 0.838467 0.049 -0.143 0.057
C -1.047480 2.723582 1.057551 -0.269 0.015 -0.069
N -1.416559 1.843682 1.989429 0.055 -0.145 0.268
C -2.512689 2.098124 2.697124 -0.059 0.261 -0.116
C -3.271026 3.254633 2.558586 0.150 -0.251 -0.068
H -1.407756 4.592462 0.061508 -0.019 0.026 -0.020
H -0.214570 2.449247 0.424149 0.032 0.014 0.039
H -2.839140 1.329126 3.391586 0.083 0.031 0.058
H -4.166052 3.409037 3.141526 -0.020 0.035 0.006
N 0.252071 -0.318062 3.431193 0.120 -0.067 0.009
C 1.413068 0.204881 2.938028 -0.433 -0.081 0.175
N 1.666483 0.250106 1.674863 0.263 0.180 -0.119
C 2.892567 0.869597 1.447368 -0.339 -0.209 -0.115
C 3.423243 1.113512 0.184119 0.109 0.050 0.035
C 4.663531 1.717848 0.097264 0.012 0.018 0.101
C 5.367773 2.079532 1.250975 0.017 -0.007 -0.142
C 4.843314 1.846246 2.509692 -0.125 -0.040 0.037
C 3.593212 1.243204 2.596325 0.251 0.093 -0.048
S 2.647768 0.841042 4.002773 0.106 0.067 0.084
H -0.524374 -0.126780 2.797529 -0.073 0.077 -0.074
H 0.030183 -0.086668 4.386674 0.062 0.008 -0.002
H 2.853495 0.847375 -0.696261 -0.046 -0.021 -0.024
H 5.088458 1.920882 -0.876544 0.020 0.014 0.001
H 6.333220 2.558090 1.156318 0.020 0.000 0.015
H 5.386877 2.136149 3.398210 0.016 0.009 0.028
C -1.310864 1.726617 -3.965255 0.047 0.002 -0.056
C -2.651614 1.446111 -3.361754 0.137 0.007 0.178
C -3.807752 1.673456 -4.068862 -0.104 0.037 -0.097
C -5.078282 1.415604 -3.543040 0.182 -0.018 0.076
C -5.124681 0.915103 -2.244467 -0.118 -0.023 -0.044
C -3.998027 0.681006 -1.478874 0.171 -0.052 0.125
C -4.158553 0.187708 -0.073216 -0.013 -0.031 0.080
C -2.661095 0.941431 -1.993139 -0.544 0.038 -0.146
N -1.524579 0.815207 -1.361620 0.598 0.306 0.240
H -1.417778 2.121354 -4.979275 0.026 0.006 -0.043
H -0.694723 0.821744 -3.989476 -0.014 -0.043 -0.004
H -0.737421 2.434113 -3.358784 -0.033 0.060 0.021
H -3.718544 2.061487 -5.081570 -0.009 0.019 -0.046
H -5.976828 1.591273 -4.118045 -0.059 0.004 -0.028
H -6.094730 0.701302 -1.799158 -0.036 -0.009 0.022
H -5.135753 -0.281142 0.069308 -0.034 -0.005 -0.004
H -4.074139 0.999063 0.662026 0.049 0.039 0.001
H -3.374559 -0.531765 0.196016 -0.096 -0.021 -0.069
```
Positions in Å, forces in eV/Å.

HOMO (Ha): -0.0543
Total charge: -1

Record 3
Density functional theory data (ωB97M-V/def2-TZVPD) for a single C3H3O3P molecule at a distorted geometry.

The geometry in XYZ format:
```
10
Properties=species:S:1:pos:R:3:forces:R:3
C 1.918169 -0.258225 0.004041 1.925 -1.616 -1.816
C 0.730655 0.227336 0.347910 1.047 1.585 0.554
C -0.555274 -0.419151 0.097359 0.669 0.109 0.025
O -0.832666 -1.167825 -0.771213 0.179 -1.328 -0.734
O -1.519119 0.006204 0.978999 -1.014 0.143 0.313
P -2.895326 0.521900 0.196838 0.409 -0.032 0.633
O -2.430768 0.929718 -1.118985 -0.637 0.599 -0.699
H 3.003612 0.145243 0.113005 -2.500 -0.083 0.221
H 1.976021 -1.217165 -0.637597 -0.439 1.338 1.385
H 0.604700 1.231965 0.789644 0.361 -0.717 0.117
```
Positions in Å, forces in eV/Å.

HOMO (Ha): -0.3915

Record 4
Density functional theory data (ωB97M-V/def2-TZVPD) for a gas-phase ion, C19H24NO (charge +1) at a distorted geometry.

The geometry in XYZ format:
```
45
Properties=species:S:1:pos:R:3:forces:R:3
C 5.172670 -1.773235 -1.756845 -0.299 0.438 -0.141
O 4.621536 -0.436310 -1.787411 -0.531 -0.229 -0.155
C 3.281056 -0.266738 -1.650926 -0.198 -0.262 0.457
C 2.790502 1.063238 -1.671712 0.610 -0.684 -0.169
C 1.475331 1.308961 -1.344678 -0.262 -0.043 0.304
C 0.637769 0.275864 -0.897710 -0.515 -0.108 -0.375
C -0.738244 0.629308 -0.341535 0.299 0.883 -1.766
C -1.954537 -0.000999 -1.024090 0.160 0.411 -0.525
C -3.140288 0.746107 -1.089792 -0.197 -0.442 0.586
C -4.354694 0.106846 -1.344598 0.063 -0.074 -0.383
C -4.371826 -1.263820 -1.645999 0.013 0.137 -0.082
C -3.158769 -1.935582 -1.828437 0.005 0.219 -0.415
C -1.946787 -1.265339 -1.620703 -0.377 -0.339 0.442
N -0.743910 0.362736 1.129929 0.033 -1.192 0.507
C -2.055291 0.609634 1.855502 0.093 -0.156 0.402
C -1.738904 1.637965 2.933982 -0.361 0.243 0.094
C -0.235681 1.590582 3.169740 0.217 -0.072 0.386
C 0.420355 1.023965 1.909517 -0.366 0.217 0.020
C 1.495583 0.000589 2.237986 0.254 -0.154 -0.338
C 1.077730 -1.047175 -1.004268 0.111 0.192 -0.007
C 2.376471 -1.329999 -1.415000 0.586 0.091 -0.098
H 6.247961 -1.613095 -1.819488 -0.140 -0.155 -0.006
H 4.921052 -2.299005 -0.824723 0.022 0.226 -0.200
H 4.820603 -2.349618 -2.623391 0.121 0.112 0.219
H 3.479354 1.864823 -1.934687 -0.198 -0.187 0.026
H 1.074431 2.325124 -1.416266 0.239 -0.277 0.174
H -0.846245 1.721038 -0.417520 -0.019 -0.188 0.009
H -3.102912 1.818371 -0.878178 -0.143 -0.322 0.096
H -5.281007 0.685482 -1.339575 0.290 -0.230 -0.013
H -5.324161 -1.778752 -1.834875 0.516 0.275 0.182
H -3.141578 -2.970549 -2.190178 -0.062 0.507 0.090
H -1.014033 -1.715003 -1.951402 -0.373 -0.100 0.400
H -0.578312 -0.648040 1.177219 0.022 0.178 0.158
H -2.370208 -0.362311 2.266175 0.071 0.419 -0.129
H -2.824967 0.958524 1.169423 0.273 -0.207 0.038
H -2.301922 1.401036 3.839040 0.091 0.122 -0.063
H -2.063708 2.629250 2.611925 0.069 -0.046 -0.034
H -0.009041 0.928449 4.013369 -0.030 0.084 -0.129
H 0.186977 2.571210 3.419287 -0.144 -0.230 -0.085
H 0.781896 1.827211 1.252777 -0.003 -0.326 0.189
H 2.290990 0.461800 2.835715 -0.308 -0.030 -0.023
H 1.072870 -0.844328 2.810167 0.127 0.351 -0.128
H 1.969478 -0.390320 1.332468 -0.078 0.039 0.154
H 0.408428 -1.882686 -0.780499 0.438 0.314 0.151
H 2.693973 -2.375227 -1.529724 -0.119 0.598 0.177
```
Positions in Å, forces in eV/Å.

HOMO (Ha): -0.4224
Total charge: +1

Record 5
Density functional theory data (ωB97M-V/def2-TZVPD) for a single C4H4ClN molecule at a distorted geometry.

The geometry in XYZ format:
```
10
Properties=species:S:1:pos:R:3:forces:R:3
N 3.406151 -0.786177 -0.164280 -2.290 0.416 0.658
C 2.262348 -0.629829 0.029501 3.150 -0.207 -1.139
C 0.865613 -0.554189 0.115437 -2.831 1.056 0.014
C 0.050962 0.511339 -0.147414 0.834 -1.894 0.676
C -1.425262 0.505702 0.070723 -0.914 0.274 -1.272
Cl -2.216327 -1.085051 -0.115043 0.106 -0.092 0.283
H 0.350176 -1.480352 0.403684 0.365 0.336 0.022
H 0.363550 1.455544 -0.525810 0.829 0.550 -0.052
H -1.939506 1.135728 -0.691547 0.600 -0.334 0.475
H -1.717703 0.927285 1.024749 0.152 -0.105 0.333
```
Positions in Å, forces in eV/Å.

HOMO (Ha): -0.3779

Record 6
Density functional theory data (ωB97M-V/def2-TZVPD) for a molecular structure, C18H18F6N3O4PdS4.

The geometry in XYZ format:
```
54
Properties=species:S:1:pos:R:3:forces:R:3
Pd -0.499316 0.399929 0.130458 -0.074 -0.278 -0.345
C 0.778079 3.200791 -0.220425 -0.010 0.039 0.007
N 1.102225 1.893321 0.394924 -0.157 0.020 0.027
C 2.242414 1.224588 -0.272420 -0.003 0.013 -0.074
C 1.883182 0.784269 -1.686931 -0.042 0.011 0.044
N 0.735463 -0.169087 -1.746363 0.109 -0.007 0.094
C 1.211255 -1.567965 -1.611899 0.030 -0.001 0.027
C -0.014880 0.027281 -2.969101 -0.014 -0.026 -0.047
C 0.495782 -0.387637 -4.182136 -0.018 -0.017 0.008
C -0.214954 -0.186418 -5.363487 -0.009 0.001 -0.005
C -1.458715 0.438950 -5.352061 0.010 -0.008 -0.001
C -1.983630 0.870260 -4.157131 0.041 -0.021 -0.025
C -1.276038 0.679019 -2.946333 -0.022 0.026 0.051
S -2.010841 1.259035 -1.524265 0.066 0.007 0.022
C 1.242004 2.061295 1.830809 0.149 0.021 -0.027
C 2.466739 2.308812 2.404050 0.017 -0.008 -0.002
C 2.563628 2.556265 3.775362 -0.007 -0.002 -0.016
C 1.429605 2.591888 4.574384 -0.017 -0.005 -0.005
C 0.193748 2.352789 4.011075 0.061 0.015 0.044
C 0.078516 2.046000 2.641990 -0.131 -0.011 -0.013
S -1.445769 1.521375 2.068450 0.136 0.001 0.084
H 1.639117 3.871453 -0.154275 0.005 -0.011 0.009
H -0.060216 3.645979 0.309542 -0.009 -0.005 0.000
H 0.496828 3.070220 -1.262184 -0.002 -0.010 -0.001
H 2.529554 0.372742 0.341281 -0.005 -0.007 0.018
H 3.095384 1.906521 -0.350638 0.010 -0.008 0.025
H 2.768644 0.319048 -2.130405 -0.001 0.022 -0.038
H 1.638893 1.650568 -2.299397 -0.009 0.004 -0.011
H 1.930467 -1.819154 -2.394438 0.006 0.013 0.000
H 0.362007 -2.242637 -1.651873 -0.009 0.006 0.002
H 1.688088 -1.681151 -0.641916 -0.012 -0.003 0.007
H 1.459261 -0.876578 -4.226639 -0.003 -0.001 0.000
H 0.210960 -0.523816 -6.299036 -0.002 0.002 0.002
H -2.006689 0.584191 -6.272338 0.004 -0.002 0.002
H -2.948292 1.358574 -4.118796 0.004 0.002 0.014
H 3.364143 2.321233 1.800694 0.000 0.003 0.016
H 3.537883 2.737664 4.209034 -0.006 -0.001 0.004
H 1.512999 2.791129 5.633324 0.003 0.000 -0.005
H -0.699619 2.343137 4.621020 -0.010 -0.004 -0.018
F 0.773397 -3.869957 1.601272 0.004 -0.008 -0.022
C 1.119907 -3.172336 2.677785 -0.013 0.021 0.037
F 0.763308 -3.829412 3.767279 -0.004 -0.014 -0.006
F 2.437415 -2.990040 2.673443 0.018 -0.022 0.006
S 0.301766 -1.519945 2.652050 -0.070 -0.003 0.034
O 0.846688 -0.929295 1.417003 -0.003 0.110 0.062
O 0.661655 -0.882764 3.874851 0.002 -0.020 -0.027
N -1.237967 -1.761612 2.577660 -0.044 -0.087 -0.125
S -2.065226 -2.010278 1.242714 0.052 0.192 -0.057
O -1.246310 -2.276714 0.073256 -0.116 0.253 0.184
O -3.080303 -1.003826 1.085329 0.095 -0.175 0.057
C -2.939997 -3.595056 1.630775 -0.001 0.031 -0.029
F -2.109756 -4.439081 2.226455 0.007 -0.019 -0.037
F -3.356902 -4.117552 0.484337 -0.056 0.002 0.041
F -3.974312 -3.353314 2.417533 0.049 -0.029 0.006
```
Positions in Å, forces in eV/Å.

Expectation value of S²: 6.055
HOMO (alpha / beta) (Ha): -0.4261 / -0.4748
Multiplicity: 5
Total charge: +1

Energy relative to the best compared isomer or geometry (same formula, charge and spin) for every record listed, in sequence, given in eV: 2.099, 0.567, 0.335, 0.452, 0.943, 0.000.